Entry 1:
This record from OMol25 describes C28H61N3O9Ti2 as an isolated structure. The level of theory is ωB97M-V with the def2-TZVPD basis set.

Geometry (Å):
Ti 0.8901 0.2376 0.4135
Ti 3.6245 -1.1381 3.4475
O 1.4110 -1.1771 2.5116
C 0.2005 -0.8034 3.1203
C -1.1796 -0.7443 2.3576
O -1.4075 0.1140 1.2387
H 0.3308 0.1312 3.6659
H 0.1732 -1.4524 3.9956
H -1.8878 -0.4197 3.1200
H -1.5270 -1.7415 2.0872
N -2.0315 -1.7939 -0.8780
C -1.0876 -2.7988 -1.0690
C -1.6090 -3.7234 -1.9133
C -2.9161 -3.3418 -2.2433
C -3.1406 -2.1399 -1.6078
H -1.9938 -1.0095 -0.2428
H -0.1575 -2.8173 -0.5204
H -1.0185 -4.5625 -2.2503
H -3.5814 -3.9301 -2.8579
H -4.0705 -1.5928 -1.5599
N -0.1385 4.2004 -2.0791
C -0.0225 4.1453 -3.4513
C 0.7574 5.2472 -3.8103
C 1.0409 5.9653 -2.6567
C 0.4224 5.3375 -1.6218
H -0.5040 3.4843 -1.4678
H -0.4439 3.3278 -4.0174
H 1.1472 5.5226 -4.7791
H 1.5877 6.8959 -2.6206
H 0.5251 5.5732 -0.5729
N 4.6378 -1.9322 0.4886
C 5.3989 -2.6256 1.3916
C 5.9313 -1.7554 2.2904
C 5.6394 -0.4534 1.7900
C 4.8282 -0.5974 0.6943
H 4.1421 -2.2567 -0.3293
H 5.3849 -3.7047 1.3514
H 6.4707 -1.9180 3.2118
H 5.9169 0.4972 2.2211
H 4.3528 0.1059 0.0266
C 2.6611 -5.1601 -2.8617
C 2.2264 -3.7185 -2.8749
O 2.7421 -3.1006 -1.7013
H 3.7169 -5.2092 -3.1282
H 2.0634 -5.7272 -3.5753
H 2.6020 -5.6719 -1.9011
H 1.1386 -3.7859 -2.8551
H 2.5319 -3.2553 -3.8131
H 2.2573 -3.3791 -0.9209
C -2.9764 4.8737 2.6130
C -2.5513 3.5965 1.8927
O -2.2325 2.6431 2.9245
H -3.2881 5.6555 1.9204
H -2.1861 5.2746 3.2477
H -3.9066 4.7859 3.1744
H -1.7316 3.7462 1.1900
H -3.3795 3.3049 1.2469
H -2.0424 1.7846 2.5392
C -6.3190 0.2506 1.2523
C -4.8761 0.3066 1.7696
O -4.1087 -0.6005 1.0362
H -6.9049 1.0018 1.7820
H -6.7887 -0.7330 1.2563
H -6.3280 0.5857 0.2151
H -4.7586 0.0420 2.8204
H -4.5431 1.3351 1.6302
H -3.1917 -0.3223 1.0939
C -2.8831 1.7830 -2.8832
C -2.6588 2.1821 -1.3855
O -1.3460 1.9692 -0.9282
H -2.0496 1.9968 -3.5522
H -3.8128 2.2718 -3.1746
H -3.0508 0.7175 -3.0407
H -3.3208 1.6324 -0.7164
H -2.9321 3.2166 -1.1773
H -1.3795 1.4541 -0.1188
C 0.8412 3.0742 2.1699
C 2.3091 2.7040 1.8829
O 2.3032 2.1831 0.5700
H 0.7948 3.6207 3.1118
H 0.1182 2.2626 2.2523
H 0.5066 3.7636 1.3947
H 2.6467 1.9210 2.5619
H 2.9302 3.5996 1.8667
H 2.9333 2.6237 -0.0049
C 0.5230 0.0128 -2.9858
C 1.9068 0.3784 -2.4497
O 2.2338 -0.4703 -1.3397
H 0.5978 -0.8736 -3.6158
H 0.1046 0.8341 -3.5675
H -0.1990 -0.2108 -2.2003
H 1.8831 1.4211 -2.1329
H 2.6508 0.2600 -3.2375
H 2.4985 -1.3352 -1.6613
C 0.3951 -4.9497 2.3784
C 1.7342 -4.8665 1.6377
O 1.6665 -3.7024 0.8939
H -0.4077 -5.2193 1.6921
H 0.1003 -3.9830 2.7867
H 0.4056 -5.6544 3.2099
H 1.9909 -5.7835 1.1073
H 2.5918 -4.7079 2.2915
H 1.4514 -3.0045 1.5170

Summary:
E_HOMO (alpha / beta): -0.1602 / -0.2774 hartree
⟨S²⟩: 12.004
LUMO level (alpha / beta): -0.1 / -0.4 eV
2S+1: 7
Gap between HOMO and LUMO (alpha / beta): 4.268 / 7.141 eV
Total energy: -99146.05852 eV

These are the Löwdin partial charges, in e, on atoms 1 to 6: Ti 0.67; Ti 0.76; O -0.48; C -0.36; C -0.30; O -0.42

---

Entry 2:
This record from OMol25 describes an isolated ion of composition C6H12N and charge +1. The level of theory is ωB97M-V with the def2-TZVPD basis set.

Geometry (Å):
C -2.2158 0.9703 -0.5955
C -1.5754 0.0645 0.1222
C -1.8982 -1.3297 0.2324
C -0.1224 0.4230 0.6441
C 1.0737 0.3266 -0.3105
C 2.0421 -0.7354 -0.3402
N 2.4191 0.6756 0.0725
H -3.2757 0.8621 -0.8820
H -1.6094 1.8587 -0.7380
H -1.4331 -1.9910 -0.4084
H -2.8855 -1.4677 0.1069
H -1.5843 -1.7084 1.2074
H 0.0674 -0.0440 1.5693
H -0.1985 1.5510 0.9524
H 0.8341 0.7266 -1.2891
H 2.2522 -1.3709 0.5328
H 2.6181 -0.9887 -1.2946
H 2.5713 0.9742 1.0562
H 2.9200 1.2032 -0.6378

Summary:
SMILES string: C=C(C)C[C@@H]1C[NH2+]1
E_HOMO: -0.4796 hartree
Total charge: +1
LUMO level: -3.5 eV
Gap between HOMO and LUMO: 9.527 eV
Total energy: -7897.49152 eV

These are the natural (NBO) partial charges, in e, on atoms 1 to 6: C -0.37; C 0.03; C -0.65; C -0.46; C -0.06; C -0.19